The molecule C4H3IOS in a non-equilibrium geometry, computed with the ωB97M-V functional and the def2-TZVPD basis.

Geometry as XYZ:
```
10
Properties=species:S:1:pos:R:3:forces:R:3
H 0.780287 -2.201392 -0.174170 -0.3 0.2 0.1
H 1.583643 1.872944 -0.153195 -0.6 2.1 0.1
S -1.607519 -1.493275 0.173467 1.2 0.1 0.3
C -2.225437 -0.077821 -0.392829 -1.2 0.8 0.7
H -3.342059 0.046464 -0.002406 2.0 -0.7 -0.8
C 0.129141 1.099656 0.423836 -1.9 1.4 0.7
O 0.680804 2.255853 0.183799 1.9 -2.6 -0.6
I 3.009268 -0.126121 -0.186106 -0.6 0.3 0.1
C 0.205031 -1.296565 0.012767 -1.1 0.3 -0.4
C 0.786840 -0.079745 0.114840 0.5 -1.9 -0.2
```
Forces are in eV/Å.

Orbital gap   6.88 eV
Energy relative to the best compared isomer or geometry (same formula, charge and spin)   520.66 kJ/mol

Atom charges from the natural (NBO) analysis, given in e for atoms 1 to 5:
1 H 0.244
2 H 0.457
3 S 0.444
4 C -0.465
5 H 0.183

---

A structure of composition C4H3IOS in a non-equilibrium geometry, computed with the ωB97M-V functional and the def2-TZVPD basis.

Geometry as XYZ:
```
10
Properties=species:S:1:pos:R:3:forces:R:3
H 2.524746 -0.434640 -0.199791 0.6 0.3 -0.2
H -0.459865 -2.024122 0.609352 -1.1 -0.9 0.6
C 1.575143 0.044087 -0.293032 -1.6 0.3 0.0
C -0.452479 1.600781 -0.051713 0.1 0.4 -0.6
I -3.358738 -1.111040 0.325565 -0.2 -0.1 0.0
C 0.387352 -0.613827 -0.125070 1.5 0.0 0.0
C -0.684342 0.290079 -0.110164 -1.3 -0.8 0.9
H -1.124207 2.473652 0.092711 0.7 -0.9 -0.4
S 1.233227 1.732744 -0.393757 1.2 0.9 0.3
O 0.359163 -1.957715 0.145899 0.1 0.8 -0.6
```
Forces are in eV/Å.

Orbital gap (alpha / beta)   9.12 / 4.91 eV
Energy relative to the best compared isomer or geometry (same formula, charge and spin)   0.00 kJ/mol
Spin multiplicity   3

Atom charges from the natural (NBO) analysis, given in e for atoms 1 to 5:
1 H 0.251
2 H 0.478
3 C -0.478
4 C -0.521
5 I 0.083

---

A structure of composition C4H3IrLiO in a non-equilibrium geometry, computed with the ωB97M-V functional and the def2-TZVPD basis.

Geometry as XYZ:
```
10
Properties=species:S:1:pos:R:3:forces:R:3
H 1.379478 1.010382 0.376674 0.1 -0.6 -0.3
C -0.707315 0.497129 -2.403002 -0.5 0.1 0.0
H 0.490618 -0.529733 2.080493 -0.3 0.0 -0.5
O -1.100746 -1.240336 0.933615 -0.3 0.4 1.6
H -0.786373 0.640472 1.713614 0.2 -0.5 -0.2
Li 1.200376 0.170556 -1.918324 3.1 -1.3 -1.3
C 0.619853 0.267866 0.081172 -2.0 1.1 -1.8
C -0.210302 -0.211013 1.277858 0.3 2.1 1.5
C -0.247400 0.796221 -1.266948 -1.0 0.5 4.4
Ir -0.638190 -1.401543 -0.875152 0.4 -1.8 -3.4
```
Forces are in eV/Å.

Orbital gap (alpha / beta)   6.29 / 7.61 eV
Spin multiplicity   6

Atom charges from the natural (NBO) analysis, given in e for atoms 1 to 5:
1 H 0.235
2 C -0.323
3 H 0.198
4 O -0.689
5 H 0.182

---

A structure of composition C4H3KO5 in a non-equilibrium geometry, computed with the ωB97M-V functional and the def2-TZVPD basis.

Geometry as XYZ:
```
13
Properties=species:S:1:pos:R:3:forces:R:3
O -1.319297 -0.164391 -0.873378 -0.3 0.2 -0.1
O -1.616466 -1.942827 0.446068 0.1 0.1 0.3
C -0.912018 -1.087002 -0.029654 -0.3 -0.5 -0.5
C 0.804126 1.917409 1.648304 3.0 -1.3 -1.6
C 0.936234 0.086981 -0.494328 -0.7 -1.2 -1.4
O 0.848631 2.613655 2.587403 -1.2 0.3 0.4
K -1.947235 -4.158069 1.766260 0.0 0.1 -0.1
O 0.413212 -1.040596 0.147824 0.6 0.7 0.4
H -0.048683 0.328840 -2.434795 0.0 0.1 0.2
H -0.407719 1.647260 -1.265542 0.0 -0.1 0.0
H 1.905991 -0.121736 -0.945393 -0.1 0.3 0.5
O 1.537274 1.343171 0.823389 -1.5 1.1 1.5
C -0.194049 0.577304 -1.376157 0.4 0.3 0.5
```
Forces are in eV/Å.

Orbital gap (alpha / beta)   6.17 / 11.16 eV
Spin multiplicity   2
Charge   +1

Atom charges from the natural (NBO) analysis, given in e for atoms 1 to 5:
1 O -0.447
2 O -0.699
3 C 1.001
4 C 0.814
5 C 0.272

---

A structure of composition C4H3LiLuO in a non-equilibrium geometry, computed with the ωB97M-V functional and the def2-TZVPD basis.

Geometry as XYZ:
```
10
Properties=species:S:1:pos:R:3:forces:R:3
C 0.040006 -1.970658 1.330123 -1.0 2.8 1.1
H 0.786703 2.321802 -1.890186 0.3 0.1 0.4
Li 0.754382 -0.501506 -1.710120 0.2 -1.3 -0.6
H -0.210552 2.878166 -0.363157 0.4 0.1 0.0
H 1.221048 -3.581241 -1.213271 -0.3 0.7 -0.4
C 0.728380 -2.592889 -1.073499 -0.3 -0.5 1.2
Lu -0.214168 0.225454 1.429713 -0.1 -3.3 2.1
O 0.314855 0.850932 -0.468984 0.7 4.7 -2.1
C 0.191753 -2.394552 0.135324 1.3 0.1 -2.0
C 0.381974 2.127046 -0.892357 -1.2 -3.4 0.4
```
Forces are in eV/Å.

Orbital gap (alpha / beta)   3.75 / 3.73 eV
Spin multiplicity   2
Charge   +2

Atom charges from the natural (NBO) analysis, given in e for atoms 1 to 5:
1 C -0.592
2 H 0.233
3 Li 0.938
4 H 0.210
5 H 0.270

---

A structure of composition C4H3LiMgO6 in a non-equilibrium geometry, computed with the ωB97M-V functional and the def2-TZVPD basis.

Geometry as XYZ:
```
15
Properties=species:S:1:pos:R:3:forces:R:3
Li -4.519857 0.225769 -1.890569 0.8 0.1 0.6
O -1.635226 0.602258 0.223278 0.5 0.4 0.4
C 0.542219 0.094473 0.955092 1.9 0.1 -2.2
C -2.690123 0.428764 -0.601114 -0.6 0.0 0.3
O 3.833931 -0.974519 0.633065 -0.9 -0.1 -0.2
H -0.565540 -0.978993 -0.578574 0.5 0.5 0.2
Mg 5.017306 0.549992 0.132328 0.5 0.2 0.0
O 3.072335 0.974263 -0.027762 -0.9 -0.1 0.2
O -2.865562 -0.663844 -1.189971 -0.1 -0.3 -0.4
H 0.710948 1.167051 0.793628 0.1 -0.3 0.6
H -1.221887 -1.479268 1.053207 1.6 3.2 -1.5
C 2.836495 -0.219222 0.358058 2.8 0.8 0.1
O -3.485171 1.397444 -0.677970 -0.1 -0.1 -0.3
C -0.674465 -0.420124 0.365418 -3.3 -4.2 1.0
O 1.644600 -0.704046 0.451892 -2.7 -0.3 1.4
```
Forces are in eV/Å.

Orbital gap (alpha / beta)   8.05 / 5.68 eV
Energy relative to the best compared isomer or geometry (same formula, charge and spin)   0.00 kJ/mol

Atom charges from the natural (NBO) analysis, given in e for atoms 1 to 5:
1 Li 0.958
2 O -0.522
3 C 0.152
4 C 0.956
5 O -0.859

---

A structure of composition C4H3LiO5Rb in a non-equilibrium geometry, computed with the ωB97M-V functional and the def2-TZVPD basis.

Geometry as XYZ:
```
14
Properties=species:S:1:pos:R:3:forces:R:3
Rb 0.733677 0.166652 -2.174891 0.1 0.3 -0.8
O -0.434708 1.422149 -0.160252 -0.1 0.0 -0.2
C 0.064727 -0.437499 1.148260 -2.8 -0.1 0.1
C -0.890059 2.669755 -0.300731 -0.1 0.5 1.9
O 2.413087 -6.048051 -0.489039 -0.3 0.8 0.1
Li 1.032510 -2.826176 -0.014287 -0.1 0.4 0.3
O -1.017743 2.904458 -1.595526 -0.1 -0.1 -1.1
C -0.539499 0.764916 1.080525 1.0 0.1 0.4
H -0.362126 -1.042821 1.977408 1.1 0.3 0.1
C 1.990778 -5.019408 -0.330650 0.2 -0.7 -0.1
H -1.473189 3.744833 -1.738181 0.1 0.1 0.2
H -0.956258 1.335711 1.903157 0.0 -0.2 -0.3
O -1.118826 3.433133 0.596621 -0.1 -0.3 -0.6
O 0.557628 -1.067651 0.097586 1.0 -1.3 -0.1
```
Forces are in eV/Å.

Orbital gap   7.27 eV
Energy relative to the best compared isomer or geometry (same formula, charge and spin)   0.00 kJ/mol
Charge   +1

Atom charges from the natural (NBO) analysis, given in e for atoms 1 to 5:
1 Rb 0.985
2 O -0.571
3 C 0.113
4 C 0.978
5 O -0.387

---

A structure of composition C4H3MgNaO6 in a non-equilibrium geometry, computed with the ωB97M-V functional and the def2-TZVPD basis.

Geometry as XYZ:
```
15
Properties=species:S:1:pos:R:3:forces:R:3
O 1.219298 2.319327 -0.201340 -0.4 0.2 0.2
O 0.706601 0.293917 -1.079691 -0.1 -1.0 0.1
C -0.000782 -0.069126 0.040308 -1.8 0.5 -1.0
O -3.652619 -1.348175 -0.423542 0.5 0.1 -0.4
O 1.898536 1.747931 -2.232194 0.0 0.2 -0.4
H -0.134393 0.711612 0.794545 0.5 -0.5 0.1
C -3.098442 -1.506850 0.706016 -1.0 -0.3 0.0
Na 2.925343 4.266544 -1.678896 -0.8 -1.3 0.2
Mg -5.353398 -2.009829 0.428299 -0.3 -0.1 0.0
C -0.946596 -1.033769 -0.131837 0.3 1.8 0.0
O -3.776950 -1.970591 1.673332 0.3 0.2 0.2
H -1.230169 -1.415671 -1.112412 0.3 -0.4 0.5
H 1.451173 -0.528517 1.583939 0.0 -0.1 -0.1
C 1.276947 1.536314 -1.170385 1.4 1.2 0.3
O -1.848521 -1.187521 0.930176 1.1 -0.4 0.2
```
Forces are in eV/Å.

Orbital gap (alpha / beta)   6.26 / 4.64 eV

Atom charges from the natural (NBO) analysis, given in e for atoms 1 to 5:
1 O -0.819
2 O -0.530
3 C 0.063
4 O -0.877
5 O -0.816